No. 1
{
  "formula": "C24H52INO7P",
  "method": "the ωB97M-V functional and the def2-TZVPD basis",
  "symbols": ["H", "H", "H", "C", "O", "H", "H", "H", "H", "H", "H", "H", "O", "C", "H", "H", "H", "H", "H", "H", "O", "C", "O", "H", "H", "H", "C", "C", "H", "H", "C", "C", "H", "H", "H", "C", "H", "H", "C", "C", "P", "O", "O", "C", "H", "C", "I", "H", "H", "H", "H", "H", "C", "H", "H", "C", "H", "H", "C", "C", "H", "H", "C", "H", "H", "C", "C", "C", "N", "H", "H", "C", "H", "H", "H", "H", "C", "H", "C", "H", "H", "H", "H", "O", "C", "H"],
  "positions_angstrom": [[-0.698, -1.190, -2.113], [1.388, -8.629, 4.674], [2.019, 4.329, -4.347], [-0.978, 1.205, -1.481], [-0.787, -4.108, 1.018], [0.908, 5.156, -3.237], [-1.326, -7.065, 0.392], [-5.183, 1.840, -5.246], [-2.505, -1.269, -3.703], [0.471, -10.755, 2.434], [-4.363, 2.833, 0.306], [0.017, -0.563, -0.309], [2.372, -8.436, 1.766], [2.316, 6.443, -4.215], [2.266, -10.138, 4.327], [-2.972, 3.908, 0.456], [-4.587, 4.456, 0.983], [-4.942, 2.774, -3.828], [5.309, 2.715, 6.045], [7.002, 2.323, 5.660], [-4.335, -0.478, -3.715], [2.033, 0.717, 3.513], [5.308, -0.097, 4.801], [-4.172, 6.106, -2.426], [-4.872, 1.031, -2.395], [1.388, 1.257, 4.209], [1.933, 5.122, -3.604], [-4.638, 1.867, -4.328], [0.448, 7.022, -5.098], [-0.453, -6.447, 1.808], [2.139, -9.095, 4.033], [5.679, 0.634, 5.681], [1.780, -0.339, 3.545], [3.169, 2.911, 2.091], [3.083, -8.572, 4.159], [5.883, 0.132, 7.091], [1.484, 3.322, 2.501], [1.222, 2.157, -3.623], [-3.013, -0.728, -1.702], [-0.019, 1.273, -2.586], [-1.269, -0.622, -0.891], [-4.831, 3.734, -2.001], [3.233, 7.106, -3.793], [0.408, -9.686, 2.222], [0.220, -9.548, 1.161], [-3.015, -0.495, -3.170], [-2.363, 0.323, 1.346], [-0.918, -3.760, -1.475], [-4.454, 6.509, -0.721], [-2.846, 5.964, -1.256], [1.924, 2.938, 0.825], [1.867, 7.871, -5.739], [1.708, -9.012, 2.588], [0.136, 0.426, -3.228], [-2.558, 0.441, -3.452], [-4.999, 0.710, -3.418], [1.560, 6.188, -6.207], [5.774, 2.322, 4.381], [-4.317, 4.406, -1.137], [-0.693, -5.017, 0.240], [5.229, 0.670, 7.778], [-1.402, -1.925, -0.293], [-0.775, -4.816, -1.257], [-0.415, -9.247, 2.787], [-1.617, -5.382, -1.661], [-3.920, 5.843, -1.401], [-4.040, 3.868, 0.241], [1.822, 1.237, 2.111], [0.622, 2.322, -2.822], [-6.048, 0.520, -3.546], [-3.583, 1.952, -4.496], [1.492, 6.911, -5.393], [-3.351, -1.738, -1.545], [0.152, -5.153, -1.725], [-0.624, 1.842, -0.696], [-3.695, -0.097, -1.163], [2.121, 2.700, 1.868], [6.921, 0.277, 7.394], [5.960, 2.096, 5.427], [0.445, -6.843, 0.333], [3.078, 0.840, 3.805], [-1.889, 1.642, -1.869], [5.646, -0.928, 7.134], [1.430, 0.529, 1.226], [-0.492, -6.440, 0.721], [2.593, 4.896, -2.772]],
  "mulliken_charge": [-0.207, 0.311, 0.200, -0.578, -0.526, 0.278, 0.326, 0.382, 0.312, 0.417, 0.160, 0.020, -0.535, 0.716, 0.327, 0.310, 0.419, 0.279, 0.313, 0.386, -0.455, -0.855, -0.528, 0.324, 0.090, 0.356, -0.790, -1.046, 0.299, 0.303, -1.122, 0.877, 0.275, 0.320, 0.310, -1.148, 0.329, 0.183, -0.944, -0.389, 0.431, -0.538, -0.570, -1.133, 0.247, -0.157, -0.592, -0.092, 0.341, 0.307, 0.214, 0.294, 0.885, 0.486, 0.071, -0.098, 0.305, 0.270, 0.845, 0.730, 0.321, -0.288, -0.598, 0.310, 0.320, -1.204, -1.037, 0.800, -0.354, 0.435, 0.279, -1.048, 0.342, 0.331, 0.331, 0.420, -1.070, 0.330, -1.119, 0.310, 0.050, 0.185, 0.306, -0.476, -1.117, 0.295],
  "e_tot_ha": -2166.06064,
  "charge": -1,
  "orbital_gap_ev": 6.104,
  "lumo_energy_ev": 2.15
}

---

No. 2
{
  "formula": "C24H52O10P2",
  "method": "the ωB97M-V functional and the def2-TZVPD basis",
  "symbols": ["H", "H", "H", "O", "H", "C", "H", "H", "H", "C", "H", "H", "H", "H", "H", "H", "C", "C", "H", "P", "C", "H", "H", "H", "H", "H", "H", "H", "H", "C", "O", "H", "O", "H", "H", "C", "O", "C", "C", "H", "C", "H", "H", "H", "O", "H", "H", "H", "H", "O", "C", "C", "H", "C", "H", "C", "C", "H", "C", "C", "H", "H", "H", "H", "C", "H", "H", "C", "H", "O", "C", "H", "O", "H", "C", "H", "C", "H", "O", "H", "H", "H", "H", "C", "H", "O", "P", "C"],
  "positions_angstrom": [[-5.370, 5.424, 0.464], [-0.466, 1.276, 3.838], [-4.264, -0.570, 2.074], [-4.587, -0.116, 1.280], [-6.419, -0.426, -3.364], [0.307, 3.771, -0.430], [8.521, -1.511, 0.575], [3.772, -2.806, 2.095], [-1.713, 2.073, 1.440], [-3.417, -2.278, -4.597], [0.992, -7.614, -2.812], [-2.329, -0.511, 2.865], [-1.855, 2.164, 4.390], [-6.547, -0.533, -1.622], [-0.258, 2.853, -0.311], [-0.824, 5.557, 0.206], [-1.786, 0.067, 2.114], [1.287, 3.949, 0.763], [2.802, -1.356, 1.705], [-3.474, -0.046, 0.152], [3.290, -2.239, 1.299], [-5.361, -2.494, -3.703], [-4.067, -3.172, -2.745], [1.324, 2.405, 3.844], [-5.089, 3.809, 1.178], [3.907, -4.361, -1.889], [1.991, -8.923, -3.428], [-4.900, 5.298, 2.116], [-3.998, 4.389, -1.225], [1.950, -8.800, -1.279], [6.057, -0.830, -0.240], [3.668, -4.415, -0.124], [3.175, -8.060, -1.182], [6.753, 0.995, 0.467], [-1.847, 5.027, -2.451], [-1.902, 4.577, -1.463], [4.254, -1.884, 0.302], [-0.480, 3.392, 3.312], [5.168, -1.009, 0.735], [-2.649, 4.233, 1.097], [-5.948, -0.125, -2.434], [-0.057, 5.632, -1.350], [7.608, 0.285, -0.894], [-3.476, 6.045, -1.205], [4.262, -6.204, -1.002], [-0.912, 3.920, 2.467], [-3.520, -1.312, -5.084], [2.227, -9.841, -1.121], [2.539, -2.865, 0.824], [-3.862, -1.235, -0.817], [-3.307, 4.980, 0.680], [4.270, -4.773, -0.950], [1.276, -8.513, -0.472], [1.294, -8.645, -2.636], [-1.919, 3.507, -1.631], [-0.619, 4.978, -0.690], [-4.758, 4.838, 1.141], [7.720, -0.790, 1.965], [1.350, 2.733, 1.727], [-3.225, 5.051, -0.841], [-0.642, 4.005, 4.196], [-2.968, 5.943, 1.063], [0.410, -9.278, -2.703], [0.899, 3.646, -1.332], [1.016, 3.185, 3.148], [0.686, 1.942, 1.395], [2.370, 2.364, 1.736], [-2.022, 1.561, 2.342], [-5.907, 0.954, -2.392], [5.188, -0.488, 1.819], [3.042, -6.739, -1.052], [-2.388, -2.410, -4.289], [-3.479, 1.221, -0.541], [2.286, 4.051, 0.352], [8.157, -0.571, 0.992], [-3.689, -3.047, -5.311], [-4.336, -2.331, -3.380], [1.035, 4.866, 1.288], [-2.068, -0.409, 0.776], [-0.734, -0.124, 2.281], [1.592, 4.072, 3.396], [5.299, -4.462, -0.801], [9.003, 0.100, 1.141], [-1.183, 2.037, 3.546], [-3.063, 1.757, 2.559], [2.004, -6.132, -0.987], [-4.214, -0.744, -2.425], [7.142, 0.061, 0.063]],
  "mulliken_charge": [0.400, 0.562, 0.379, -0.515, 0.439, -0.612, 0.290, 0.371, -0.397, -1.131, 0.315, 0.321, 0.344, 0.291, 0.285, 0.552, -1.569, -1.099, 0.308, 0.855, -0.755, 0.340, 0.283, 0.464, 0.313, 0.322, 0.290, 0.418, 0.375, -0.186, -0.377, 0.143, -0.369, 0.316, 0.416, -0.909, -0.282, 0.257, 0.763, -0.539, -1.136, 0.381, 0.297, 0.350, -0.363, -0.363, 0.339, 0.286, 0.265, -0.464, 0.763, -0.491, 0.313, -1.085, 0.380, -0.917, -1.590, 0.311, -0.154, -0.840, 0.525, 0.386, 0.351, 0.552, -1.450, 0.107, 0.344, 0.879, 0.310, -0.564, 0.759, 0.309, -0.280, 0.471, -1.120, 0.366, -0.544, 0.494, -0.384, 0.549, 0.400, 0.258, 0.374, -1.278, 0.622, -0.567, 0.348, -0.171],
  "e_tot_ha": -2380.89376,
  "orbital_gap_ev": 8.549,
  "lumo_energy_ev": 0.42
}

---

No. 3
{
  "formula": "C24H54AsN4O4PSi2Ti",
  "method": "the ωB97M-V functional and the def2-TZVPD basis",
  "symbols": ["C", "H", "H", "H", "C", "H", "C", "H", "H", "C", "N", "H", "C", "C", "H", "N", "H", "C", "H", "C", "H", "C", "H", "H", "H", "H", "C", "H", "H", "H", "H", "H", "H", "H", "C", "H", "H", "H", "Si", "Si", "C", "H", "C", "H", "C", "O", "H", "H", "C", "H", "C", "Ti", "H", "H", "H", "H", "As", "O", "H", "H", "H", "N", "H", "O", "H", "H", "O", "C", "H", "C", "C", "H", "H", "C", "H", "H", "H", "H", "C", "C", "H", "H", "H", "C", "H", "H", "N", "H", "H", "C", "P"],
  "positions_angstrom": [[-5.126, -0.696, 0.795], [3.749, 0.359, 1.553], [5.231, -0.398, -1.057], [2.364, -3.965, -4.062], [-1.130, -2.037, 3.483], [-1.498, -2.730, 4.240], [1.776, 3.006, 1.380], [-1.416, -0.274, 4.701], [3.734, 3.272, -0.499], [-0.083, -2.733, 2.622], [-0.139, -2.276, 1.209], [3.229, -4.132, -0.304], [-2.853, -1.616, -0.164], [3.690, -0.714, 1.748], [-2.290, 2.529, 1.242], [-4.538, 1.386, 0.499], [1.075, 4.140, -2.874], [-1.237, 3.617, -0.336], [5.041, -1.988, -1.787], [1.627, 3.123, -0.138], [-1.701, 0.524, 2.422], [0.283, -4.045, -1.585], [1.498, 4.175, -0.392], [-2.713, 4.240, 1.115], [-1.193, 3.794, 1.838], [-2.004, 3.384, -1.081], [0.137, 0.185, 3.296], [2.867, -0.897, 2.443], [-0.904, -2.788, 0.767], [2.663, 3.547, 1.713], [1.031, -0.274, 2.871], [0.883, -4.461, -0.772], [-4.528, 2.391, 0.443], [3.333, -3.684, -2.619], [-1.115, 1.434, -3.028], [-0.224, -3.814, 2.647], [-0.619, 1.663, 2.076], [0.274, -1.076, -4.257], [3.514, -1.693, 0.151], [1.094, -2.590, -2.458], [2.904, 2.643, -0.828], [-0.252, 5.242, -1.463], [2.636, -3.214, -3.315], [0.920, -2.538, 3.008], [5.081, -1.456, -0.836], [-1.752, -1.168, -0.725], [-1.213, 0.451, -2.567], [-6.469, 0.999, 1.320], [-0.122, -1.941, -3.722], [1.904, 1.961, 1.678], [0.105, 2.200, -2.516], [-0.371, -0.264, 0.210], [4.610, -1.006, 2.261], [-2.043, 1.981, -2.849], [0.495, 3.310, -4.313], [3.139, 1.612, -0.577], [1.791, -0.732, -1.149], [-7.084, -1.595, 1.694], [0.688, -2.611, 0.716], [-0.341, -2.723, -4.454], [0.473, 1.043, 3.879], [-0.722, 0.660, 2.172], [2.848, 2.710, -1.914], [-5.562, -3.068, 1.044], [0.172, -4.837, -2.333], [-1.030, 1.286, -4.106], [-3.042, -2.798, 0.056], [-3.833, -0.578, 0.229], [-2.003, -1.802, 2.862], [-5.539, 0.609, 0.942], [0.268, 3.521, -3.266], [-0.717, -3.813, -1.216], [-4.670, -3.081, 0.633], [-1.893, 3.520, 1.042], [0.099, -1.101, 4.977], [-1.063, -1.656, -3.249], [2.504, -3.739, 1.257], [-1.667, 5.717, -0.536], [-0.598, -0.792, 4.194], [3.339, -3.513, 0.589], [0.989, 1.581, -2.692], [5.948, -1.820, -0.279], [4.250, -3.835, 1.100], [-6.011, -1.832, 1.210], [3.158, -2.402, -3.823], [-0.154, 5.396, 0.292], [-3.486, 0.694, 0.059], [0.926, 3.423, 1.927], [-0.654, 4.103, -3.250], [-0.789, 5.069, -0.535], [0.054, 2.298, -0.676]],
  "lowdin_spin": [0.000, 0.000, 0.000, 0.000, 0.001, 0.000, 0.000, 0.000, 0.000, 0.001, 0.005, 0.000, 0.000, 0.000, 0.000, 0.000, 0.000, -0.001, 0.000, -0.002, 0.000, 0.000, 0.000, 0.000, 0.000, 0.000, 0.002, 0.000, 0.000, 0.000, 0.000, 0.000, 0.000, 0.000, 0.002, 0.000, 0.004, 0.000, 0.003, -0.003, 0.001, 0.000, -0.002, 0.000, -0.002, -0.009, 0.001, 0.000, 0.000, 0.000, 0.002, 0.983, 0.000, 0.000, 0.000, 0.001, -0.006, 0.000, 0.002, 0.000, 0.000, 0.011, 0.000, 0.000, 0.000, 0.000, 0.001, 0.000, 0.000, 0.000, 0.000, 0.000, 0.000, 0.000, 0.000, 0.000, 0.000, 0.000, 0.000, 0.004, 0.000, 0.000, 0.001, 0.000, 0.000, 0.000, 0.003, 0.000, 0.000, -0.001, -0.002],
  "de_lowest_kj_mol": 0.0,
  "e_tot_ha": -5472.45981,
  "charge": 1,
  "orbital_gap_ev": [6.966, 7.355],
  "spin_multiplicity": 2,
  "lumo_energy_ev": [-3.09, -2.88]
}